18
Properties=species:S:1:pos:R:3:lowdin_charge:R:1 method="wB97M-V/def2-TZVPD" multiplicity=1 smiles=O[C@H]1CNC[C@@H]2N[C@H]21 orbital_gap_ev=9.38 e_homo_ev=-8.5 total_energy_ha=-381.07802
C -1.017 -0.800 0.423 -0.41
C 0.347 -1.507 -0.046 -0.11
C 1.541 0.826 -0.269 -0.20
C 0.107 1.140 -0.527 -0.18
C -0.592 0.583 0.677 -0.35
H -2.368 0.118 -0.832 0.22
H -1.610 -1.365 1.216 0.16
H 0.345 -2.369 0.510 0.07
H 0.255 -1.901 -1.049 0.11
H 2.406 -1.084 0.090 0.09
H 2.089 1.048 -1.166 0.09
H 2.069 1.385 0.504 0.11
H -0.155 0.644 -1.502 0.15
H -1.514 2.491 0.680 0.17
H -0.254 0.715 1.768 0.19
N 1.534 -0.609 0.140 -0.05
N -1.293 1.603 -0.009 0.05
O -1.890 -0.919 -0.606 -0.12

18
Properties=species:S:1:pos:R:3:lowdin_charge:R:1 method="wB97M-V/def2-TZVPD" multiplicity=1 smiles="C[C@@H]1[C@H](C)N1NC=O" orbital_gap_ev=10.38 e_homo_ev=-9.4 total_energy_ha=-381.19974
C 1.507 1.139 1.127 -0.05
C 0.768 0.418 0.028 -0.27
C -0.117 -0.787 0.205 -0.29
C -0.403 -1.475 1.533 -0.05
C -0.930 0.255 -2.517 -0.34
H 1.618 2.182 0.823 0.08
H 2.501 0.687 1.217 0.08
H 0.987 0.999 2.107 0.08
H 1.229 0.451 -0.966 0.13
H -0.120 -1.538 -0.596 0.13
H 0.359 -2.239 1.796 0.09
H -0.403 -0.732 2.338 0.07
H -1.364 -1.979 1.462 0.07
H -2.098 1.275 -1.176 0.14
H -0.019 -0.375 -2.507 0.13
N -0.700 0.521 -0.062 -0.04
N -1.278 0.714 -1.273 0.03
O -1.537 0.485 -3.537 0.02

18
Properties=species:S:1:pos:R:3:lowdin_charge:R:1 method="wB97M-V/def2-TZVPD" multiplicity=1 smiles="CC(C)=N.CN=C=O" orbital_gap_ev="7.97 / 7.97" e_homo_ev="-7.4 / -7.4" total_energy_ha=-381.12261
C -2.375 0.454 0.766 -0.04
N -1.262 -0.047 -0.031 0.04
C -1.315 -0.536 -1.171 -0.28
O -1.501 -0.753 -2.298 0.21
H -2.436 0.020 1.762 0.08
H -3.341 0.209 0.324 0.09
H -2.354 1.542 0.819 0.09
C 1.167 -0.663 1.168 -0.08
C 1.309 -0.279 -1.403 -0.05
C 0.761 0.337 0.084 -0.50
N 1.059 1.600 0.216 0.02
H 1.966 1.784 0.638 0.04
H 1.179 -1.700 0.834 0.07
H 2.154 -0.422 1.565 0.08
H 0.845 0.266 -2.225 0.06
H 2.335 0.085 -1.445 0.07
H 1.359 -1.354 -1.584 0.06
H 0.449 -0.541 1.980 0.07

18
Properties=species:S:1:pos:R:3:lowdin_charge:R:1 method="wB97M-V/def2-TZVPD" multiplicity=1 smiles=Cc1c[nH]cn1.CO orbital_gap_ev=9.31 e_homo_ev=-8.6 total_energy_ha=-381.20693
C -1.007 -0.407 2.130 -0.20
O -0.404 0.437 3.078 -0.12
H 0.534 0.643 3.027 0.06
H -0.519 -1.182 1.459 0.08
H -1.546 0.244 1.416 0.09
H -1.484 -1.203 2.724 0.08
C -0.614 0.472 -2.774 -0.05
C 1.014 0.844 0.466 -0.22
C 0.776 -0.815 -1.025 -0.05
C 0.070 0.307 -1.467 -0.35
N 1.420 -0.411 0.143 0.02
N 0.280 1.260 -0.541 0.08
H 1.839 -1.163 0.675 0.15
H 1.296 1.426 1.337 0.12
H 0.903 -1.841 -1.295 0.10
H -0.169 -0.071 -3.591 0.07
H -0.784 1.480 -3.115 0.07
H -1.605 -0.021 -2.649 0.09

18
Properties=species:S:1:pos:R:3:lowdin_charge:R:1 method="wB97M-V/def2-TZVPD" multiplicity=1 orbital_gap_ev="7.13 / 7.13" e_homo_ev="-7.1 / -7.1" total_energy_ha=-381.14729
C 0.343 -0.576 -0.243 -0.31
C -0.658 0.463 -0.438 -0.23
C 1.609 -0.540 -1.033 0.00
C -2.080 0.159 0.015 -0.08
N 0.163 -1.590 0.615 0.19
O 0.692 0.855 1.581 -0.14
C 0.088 1.800 0.506 -0.48
N 0.219 2.959 0.335 0.07
H 1.667 0.906 1.660 0.08
H -0.654 0.793 -1.476 0.13
H -0.722 -1.674 1.093 0.12
H 0.896 -2.272 0.740 0.13
H 2.373 -1.226 -0.665 0.09
H 1.382 -0.837 -2.061 0.10
H 2.011 0.470 -1.044 0.10
H -2.515 -0.695 -0.511 0.08
H -2.119 -0.035 1.088 0.08
H -2.694 1.041 -0.163 0.08

18
Properties=species:S:1:pos:R:3:lowdin_charge:R:1 method="wB97M-V/def2-TZVPD" multiplicity=1 smiles="CN1CCC(N)=C1O" orbital_gap_ev=8.02 e_homo_ev=-7.1 total_energy_ha=-381.23563
C -0.775 1.030 -0.675 -0.15
C -1.242 -0.423 -0.901 -0.11
C 1.597 1.488 -0.242 -0.08
N 0.336 0.993 0.292 -0.16
C 0.381 -0.357 0.759 -0.35
C -0.509 -1.165 0.184 -0.29
N -0.710 -2.532 0.428 0.09
O 1.115 -0.539 1.893 0.05
H 1.296 0.406 2.158 0.13
H -0.230 -2.820 1.271 0.08
H -1.691 -2.783 0.470 0.08
H -0.456 1.502 -1.610 0.11
H -1.577 1.638 -0.245 0.11
H -2.324 -0.512 -0.788 0.11
H -0.985 -0.806 -1.893 0.11
H 1.897 0.972 -1.162 0.09
H 1.498 2.555 -0.444 0.09
H 2.379 1.353 0.505 0.08

18
Properties=species:S:1:pos:R:3:lowdin_charge:R:1 method="wB97M-V/def2-TZVPD" multiplicity=1 smiles="C=C(N)C[C@H](N)C=O" orbital_gap_ev=9.38 e_homo_ev=-8.6 total_energy_ha=-381.23677
O 2.299 -1.776 0.484 0.05
C 1.544 -0.876 0.215 -0.20
C 0.206 -1.158 -0.463 -0.38
C -0.895 -0.150 -0.115 -0.12
C -0.420 1.276 0.017 -0.45
C 0.145 1.956 -0.974 0.02
N -0.530 1.796 1.311 0.09
N -0.258 -2.495 -0.246 0.05
H 1.862 0.164 0.402 0.12
H 0.451 -0.992 -1.520 0.15
H -1.760 -0.221 -0.775 0.13
H -1.315 -0.470 0.842 0.11
H 0.229 1.490 -1.942 0.06
H 0.494 2.971 -0.864 0.06
H -1.256 1.423 1.905 0.08
H -0.577 2.803 1.368 0.09
H 0.519 -3.143 -0.289 0.07
H -0.738 -2.599 0.644 0.08

18
Properties=species:S:1:pos:R:3:lowdin_charge:R:1 method="wB97M-V/def2-TZVPD" multiplicity=1 orbital_gap_ev="10.09 / 5.31" e_homo_ev="-9.1 / -6.8" total_energy_ha=-381.08754
C 0.648 0.135 -1.045 -0.43
C 1.114 -0.917 -0.042 -0.09
C 0.863 1.433 -0.637 0.00
C 1.036 2.520 -1.662 -0.06
C -1.910 -1.982 1.684 -0.20
N -0.158 -1.617 0.258 -0.07
N -0.648 -1.468 1.448 -0.11
O 0.388 -0.304 -2.211 0.03
H 1.716 -1.557 -0.706 0.13
H 1.707 -0.489 0.755 0.12
H 0.946 1.752 0.356 0.10
H 1.021 3.612 -1.295 0.11
H 0.257 2.321 -2.299 0.05
H 1.840 2.533 -2.319 0.06
H -2.118 -2.863 0.973 0.08
H -2.152 -2.438 2.675 0.07
H -2.790 -1.271 1.566 0.08
H -0.549 -2.297 -0.382 0.14

18
Properties=species:S:1:pos:R:3:lowdin_charge:R:1 method="wB97M-V/def2-TZVPD" multiplicity=1 orbital_gap_ev=10.42 e_homo_ev=-9.6 total_energy_ha=-381.09034
C -2.431 -0.439 -0.584 -0.05
C -0.980 -0.656 -0.193 -0.40
C -0.063 0.367 0.048 -0.41
C -0.409 1.874 0.169 0.00
C 1.335 -0.110 -0.104 -0.45
H -2.817 0.155 -1.615 0.13
H -2.843 0.227 0.562 0.18
H -3.024 -1.358 -0.579 0.04
H -0.753 -1.689 -0.604 0.16
H 0.478 2.161 0.718 0.07
H -1.315 2.047 0.809 0.09
H -0.738 2.480 -0.783 0.13
H 1.125 -1.598 0.898 0.12
H 2.672 -1.400 0.159 0.18
H 1.826 1.724 -0.534 0.02
N 1.517 -1.589 -0.146 0.06
N 2.130 0.790 -0.454 0.15
O -0.607 -0.421 1.144 -0.01

18
Properties=species:S:1:pos:R:3:lowdin_charge:R:1 method="wB97M-V/def2-TZVPD" multiplicity=1 orbital_gap_ev="6.32 / 6.32" e_homo_ev="-5.5 / -5.5" total_energy_ha=-381.13017
C 0.311 -0.679 1.315 -0.22
C -0.911 0.228 -1.635 -0.29
C -1.550 1.006 -0.508 -0.05
N 1.333 -0.184 0.643 0.01
N 0.189 -0.443 2.695 0.05
C 0.524 -0.376 -1.690 -0.27
C 1.530 -0.091 -0.690 -0.15
O -0.632 -1.140 -1.459 -0.05
H 2.067 0.221 1.218 0.16
H -0.423 -1.288 0.825 0.12
H -1.298 0.471 -2.623 0.12
H 0.983 0.011 3.135 0.08
H -0.314 -1.173 3.181 0.08
H 0.938 -0.514 -2.689 0.13
H 2.448 0.340 -1.017 0.07
H -1.794 0.363 0.333 0.06
H -0.902 1.819 -0.186 0.08
H -2.498 1.429 -0.846 0.07

19
Properties=species:S:1:pos:R:3:lowdin_charge:R:1 method="wB97M-V/def2-TZVPD" multiplicity=1 orbital_gap_ev="7.25 / 7.25" e_homo_ev="-8.5 / -8.5" total_energy_ha=-456.29618
C -1.545 -1.321 -0.859 -0.07
C -0.386 1.323 1.538 0.02
N -0.143 -0.983 -0.854 0.07
C 0.561 -0.972 0.216 -0.25
C 0.582 0.994 0.432 -0.47
N 0.452 1.555 -2.057 0.01
C 1.314 -1.683 1.030 0.05
O -0.334 1.262 -0.927 -0.26
O 1.719 1.386 0.344 0.11
H 1.396 1.741 -1.699 0.06
H 0.516 0.679 -2.580 0.06
H -2.028 -1.233 0.118 0.09
H -1.600 -2.371 -1.173 0.10
H -2.066 -0.705 -1.589 0.09
H -0.020 0.918 2.481 0.09
H -0.434 2.411 1.601 0.11
H -1.378 0.931 1.332 0.08
H 1.947 -1.184 1.749 0.06
H 1.445 -2.748 0.895 0.06

19
Properties=species:S:1:pos:R:3:lowdin_charge:R:1 method="wB97M-V/def2-TZVPD" multiplicity=1 orbital_gap_ev=7.48 e_homo_ev=-7.5 total_energy_ha=-456.44420
C -1.532 -0.460 -0.475 -0.15
C -0.473 -0.514 -1.412 -0.04
C 1.900 0.650 -0.704 -0.03
C 0.184 0.298 1.179 -0.50
C 0.947 -0.456 -0.261 -0.55
N 0.293 -0.589 2.183 0.16
N -2.373 0.574 -0.351 0.16
O -0.195 1.451 1.280 -0.01
O 1.373 -1.599 -0.006 -0.09
H -1.714 -1.318 0.159 0.15
H 0.106 -0.316 3.135 0.11
H 0.757 -1.460 1.952 0.09
H -2.096 1.449 -0.772 0.13
H -2.873 0.683 0.519 0.12
H -0.344 -1.451 -1.942 0.11
H -0.390 0.351 -2.064 0.10
H 1.395 1.613 -0.754 0.07
H 2.315 0.378 -1.676 0.08
H 2.722 0.717 0.008 0.09

19
Properties=species:S:1:pos:R:3:lowdin_charge:R:1 method="wB97M-V/def2-TZVPD" multiplicity=1 orbital_gap_ev=10.18 e_homo_ev=-9.5 total_energy_ha=-456.25203
C 0.555 1.515 0.660 -0.09
C 0.456 0.320 -0.066 -0.60
C 1.521 -0.837 0.431 -0.08
C 1.888 -0.666 -1.034 -0.19
C -0.973 -0.280 0.182 -0.36
H 1.747 1.725 1.200 0.16
H 0.051 1.392 1.750 0.14
H 0.152 2.539 0.206 0.12
H 2.450 -0.909 1.302 0.18
H 0.816 -1.895 0.267 0.15
H 2.916 -0.338 -1.182 0.11
H 1.612 -1.642 -1.478 0.11
H -2.209 -1.268 0.730 0.03
H -1.538 1.138 -1.215 0.18
H -3.813 0.052 -0.042 0.18
N -1.216 -1.275 0.960 0.15
N -2.018 0.510 -0.432 -0.06
O 0.741 0.203 -1.431 -0.05
O -3.138 -0.286 -0.809 -0.10

Calculated relative energy (zero: lowest compared OMol25 entry of this formula, charge and spin) (kcal per mole), listed in the same order as above: 130.2 53.8 102.2 49.3 86.7 31.3 30.5 124.2 122.4 97.4 161.9 69.0 189.6